# 1
{
  "formula": "C12H42O9",
  "method": "ωB97M-V with the def2-TZVPD basis set",
  "symbols": ["O", "O", "O", "O", "O", "O", "O", "O", "O", "C", "C", "C", "C", "C", "C", "C", "C", "C", "C", "C", "C", "H", "H", "H", "H", "H", "H", "H", "H", "H", "H", "H", "H", "H", "H", "H", "H", "H", "H", "H", "H", "H", "H", "H", "H", "H", "H", "H", "H", "H", "H", "H", "H", "H", "H", "H", "H", "H", "H", "H", "H", "H", "H"],
  "coordinates": [[1.353, 0.581, 0.208], [2.346, -1.022, 2.158], [-3.728, -2.264, -0.906], [0.509, -0.084, -2.383], [4.607, -1.651, 0.657], [-0.080, 0.860, 5.544], [0.747, -4.390, -0.354], [-2.928, 0.941, 2.264], [-1.939, 1.785, -4.302], [-3.788, 2.062, 2.085], [1.486, -3.285, -0.725], [-3.042, 1.476, -3.471], [-0.563, 1.733, 4.559], [0.463, 1.445, 0.882], [2.111, -0.547, 3.426], [5.354, -0.810, -1.547], [1.121, 1.012, -3.039], [-2.709, 2.040, -2.100], [-2.641, -1.501, -1.208], [-1.650, -1.730, -0.087], [4.321, -0.752, -0.426], [3.330, -0.814, -0.916], [1.070, 1.904, 1.646], [1.953, -0.481, 1.492], [-1.641, 1.871, -1.804], [-3.435, 0.123, 2.175], [-3.447, 2.731, 1.303], [-1.209, -2.710, -0.082], [-0.510, 2.816, 4.908], [-1.631, 1.614, 4.465], [0.842, 1.971, -2.581], [-1.977, -1.387, 0.905], [-0.702, 0.791, 6.262], [2.145, -2.969, 0.057], [-3.001, -0.506, -1.315], [4.415, 0.264, -0.061], [1.002, 0.391, -0.634], [-3.986, 1.875, -3.787], [5.385, -1.831, -1.973], [0.787, -2.547, -1.055], [-4.779, 1.810, 1.740], [-4.265, -2.256, -1.695], [6.362, -0.560, -1.187], [2.381, -1.330, 4.139], [0.893, 1.250, -4.046], [-2.215, -1.731, -2.216], [0.351, -4.753, -1.164], [-0.006, -0.519, -3.089], [-0.095, 1.591, 3.598], [1.026, -0.360, 3.558], [-3.334, 1.753, -1.366], [-3.832, 2.689, 2.967], [2.171, -3.582, -1.508], [2.264, 0.908, -3.048], [-2.328, 1.676, -5.168], [-2.765, 3.155, -2.137], [5.084, -0.100, -2.298], [0.259, 2.273, 0.199], [-0.447, 1.072, 1.357], [2.643, 0.387, 3.687], [-3.194, 0.365, -3.505], [-0.776, -1.099, -0.320], [3.861, -1.643, 1.260]],
  "atomic_forces_ev_per_a": [[0.27, -0.19, 1.67], [1.18, -1.45, -0.29], [-1.98, -1.70, -0.11], [-0.59, -0.07, -1.59], [0.23, 0.02, -1.71], [1.01, -0.49, -0.20], [-1.11, -1.82, 0.37], [-0.31, 0.04, -0.16], [-0.55, 0.16, -0.48], [0.14, 0.27, -0.41], [0.78, -0.12, -0.89], [0.64, -1.25, 1.40], [-1.18, 1.98, 1.24], [0.70, 1.44, -0.24], [-1.15, 0.48, 1.33], [0.43, -1.58, 0.89], [2.59, 1.30, 0.84], [2.87, 2.04, -2.11], [1.65, 0.00, 0.03], [1.35, 1.92, -0.61], [0.61, 0.53, -0.05], [0.11, -0.54, 0.67], [0.10, 0.15, 0.58], [-0.56, 0.82, -1.00], [-0.94, -0.40, -0.30], [0.12, 0.34, 0.03], [0.67, -0.05, -0.32], [-0.42, -0.74, 0.23], [0.59, -0.98, -0.58], [-0.47, -0.39, -0.55], [0.24, -0.31, 0.57], [-0.24, -0.43, -0.39], [-0.28, 0.08, 0.15], [-0.12, 0.37, 0.82], [0.32, 1.43, 0.28], [-0.40, 0.46, 0.39], [-0.70, -0.76, -1.63], [-0.45, 0.64, -0.58], [0.06, 0.50, 0.00], [0.15, 1.17, -0.27], [-0.48, -0.42, 0.31], [-0.68, -0.30, -0.04], [-0.25, -0.11, -0.01], [0.08, 0.21, -0.02], [-0.87, -0.82, -1.26], [0.09, -0.29, 0.56], [0.18, 0.09, 0.62], [0.16, -0.02, 0.88], [0.31, -0.13, 0.07], [0.47, -0.03, 0.18], [-2.12, -1.25, 2.54], [-0.15, -0.19, 0.48], [0.24, 0.29, -0.69], [-1.52, 0.10, 0.41], [0.53, 0.12, -0.77], [-0.12, -0.68, -0.20], [-0.22, 0.45, -0.65], [-0.60, 0.06, 0.07], [0.01, -0.59, -0.45], [0.01, -0.31, -0.19], [0.18, 0.64, 0.50], [-0.17, 0.05, 0.22], [-0.45, 0.26, 0.43]],
  "nbo_charge": [-0.7488, -0.7667, -0.7101, -0.7475, -0.7506, -0.7258, -0.7189, -0.7340, -0.7172, -0.2533, -0.2472, -0.0660, -0.2436, -0.2726, -0.2387, -0.6169, -0.2757, -0.6274, -0.0520, -0.6334, -0.0620, 0.1517, 0.1801, 0.5001, 0.2184, 0.4799, 0.1668, 0.2317, 0.1464, 0.1703, 0.1753, 0.2110, 0.4686, 0.1985, 0.1493, 0.1520, 0.4973, 0.1634, 0.2012, 0.1558, 0.1732, 0.4588, 0.2059, 0.1829, 0.1941, 0.1293, 0.4577, 0.4918, 0.1828, 0.1635, 0.2062, 0.1710, 0.1532, 0.1739, 0.4663, 0.2098, 0.1991, 0.1669, 0.1941, 0.1551, 0.1447, 0.2101, 0.5000],
  "homo_lumo_gap_ev": 9.422,
  "total_energy_ha": -1159.36147,
  "e_above_lowest_ev": 5.583,
  "smiles": "CCO.CCO.CCO.CO.CO.CO.CO.CO.CO"
}

# 2
{
  "formula": "C2FO3",
  "method": "ωB97M-V with the def2-TZVPD basis set",
  "symbols": ["F", "O", "O", "O", "C", "C"],
  "coordinates": [[1.358, 1.019, -0.784], [-0.045, -0.172, 1.687], [-0.261, -1.753, 0.099], [-0.781, 1.186, -1.152], [-0.070, -0.662, 0.591], [0.051, 0.595, -0.554]],
  "atomic_forces_ev_per_a": [[0.33, -0.12, 0.20], [0.28, 0.53, 2.28], [0.08, -1.09, -0.39], [-0.42, 0.04, -0.01], [-0.34, 1.58, -2.43], [0.07, -0.94, 0.36]],
  "nbo_charge": [-0.4115, -0.7119, -0.7172, -0.6106, 0.7429, 0.7082],
  "homo_lumo_gap_ev": 8.987,
  "charge": -1,
  "total_energy_ha": -401.88760,
  "e_above_lowest_ev": 0.000,
  "smiles": "O=C([O-])C(=O)F"
}

# 3
{
  "formula": "C4H5ClF2",
  "method": "ωB97M-V with the def2-TZVPD basis set",
  "symbols": ["Cl", "F", "F", "C", "C", "C", "C", "H", "H", "H", "H", "H"],
  "coordinates": [[3.133, -0.038, -0.489], [0.560, 1.618, 0.148], [-2.927, -0.261, 0.057], [-0.582, -0.375, -0.164], [1.785, -0.322, 0.669], [0.515, 0.284, 0.190], [-1.844, 0.290, -0.608], [-1.807, 1.374, -0.431], [1.672, -1.398, 0.797], [-2.006, 0.141, -1.692], [-0.604, -1.456, -0.115], [2.105, 0.143, 1.638]],
  "atomic_forces_ev_per_a": [[-0.15, -0.04, 0.07], [-0.02, 0.43, -0.03], [-0.07, 0.02, 0.10], [-0.10, 0.23, 0.14], [0.34, 0.32, 0.82], [-0.06, -0.76, -0.02], [0.31, 0.39, -0.69], [-0.12, -0.32, 0.12], [0.02, 0.18, -0.04], [0.02, -0.05, 0.42], [0.18, 0.03, -0.01], [-0.35, -0.42, -0.89]],
  "nbo_charge": [-0.0550, -0.3248, -0.3610, -0.3010, -0.4327, 0.3961, 0.0228, 0.1832, 0.2345, 0.1749, 0.2253, 0.2377],
  "homo_lumo_gap_ev": 10.993,
  "total_energy_ha": -815.31321,
  "e_above_lowest_ev": 0.144,
  "smiles": "FC/C=C(\\F)CCl"
}